Record 1
{"formula": "C5H9NS", "method": "the ωB97M-V functional and the def2-TZVPD basis", "species": ["S", "N", "C", "C", "C", "C", "C", "H", "H", "H", "H", "H", "H", "H", "H", "H"], "xyz": [[-1.8092, -1.7391, 0.1843], [0.1148, 0.5052, 1.5147], [-0.8310, 0.7270, -0.7654], [0.1537, 1.2481, 0.2560], [-0.5971, -0.7995, -0.7962], [0.8587, -0.9757, -0.3425], [1.1556, 0.2003, 0.5169], [-0.5988, 1.1723, -1.7124], [0.3625, 2.3425, 0.3240], [-1.5060, -1.1512, 1.3336], [1.5229, -0.9372, -1.2027], [-0.7556, -1.1197, -1.8016], [2.1879, 0.4542, 0.7339], [-1.8429, 0.9935, -0.6351], [1.0911, -1.9685, 0.1526], [0.4932, 1.0477, 2.2400]], "forces_ev_per_a": [[-0.0780, -0.2123, -0.3944], [-0.5100, -1.1273, -0.8629], [0.9862, -0.1953, 0.1810], [-0.3779, 1.3009, 0.0604], [-0.1928, 0.4664, 0.5772], [0.4628, -1.6679, 0.2573], [0.3808, 0.6386, 0.2865], [0.5340, 0.1242, -0.7963], [-0.0286, -1.0639, -0.2192], [0.0747, 0.1634, 0.3441], [0.0943, 0.1016, -0.2617], [-0.0119, -0.5692, -0.6419], [-0.1006, -0.0201, 0.0858], [-1.2485, 0.1597, 0.7100], [-0.5754, 1.0757, -0.4480], [0.5909, 0.8255, 1.1222]], "mulliken_charge": [-0.215, -0.571, -0.997, 0.010, -0.174, -0.842, -0.112, 0.348, 0.384, 0.150, 0.313, 0.363, 0.427, 0.380, 0.291, 0.245], "charge": 0, "homo_lumo_gap_ev": 9.6173, "lumo_energy_ev": 0.96, "e_above_lowest_ev": 0.9125}

***

Record 2
{"formula": "C5H9NS", "method": "the ωB97M-V functional and the def2-TZVPD basis", "species": ["S", "N", "C", "C", "C", "C", "C", "H", "H", "H", "H", "H", "H", "H", "H", "H"], "xyz": [[-3.1779, 0.1178, -0.2811], [0.4258, 1.2784, -0.0861], [-1.6771, -0.3840, 0.4972], [-0.4512, -0.7491, -0.2667], [1.0365, -1.0928, -0.1796], [1.5935, 0.4025, -0.3647], [-0.4083, 0.3973, 0.7055], [1.3493, -1.7813, -0.9587], [0.0112, 0.1356, 1.6939], [2.4231, 0.6690, 0.2529], [-0.5666, -0.3381, -1.3117], [-2.6858, 1.2022, -0.8872], [0.7250, 2.0977, 0.4567], [-1.8689, -0.9773, 1.3505], [1.9406, 0.5214, -1.4293], [1.3307, -1.4992, 0.8082]], "forces_ev_per_a": [[-0.4185, 0.0167, -0.2604], [-0.3891, 1.3171, 1.0191], [0.4188, 0.1160, -0.1596], [0.8533, -0.3346, -1.4680], [0.1487, -0.2595, 0.6645], [-0.2386, -0.8930, -1.8929], [-0.1494, 0.8114, -0.0141], [0.3269, 0.0651, -0.1049], [-0.0835, 0.0007, -0.4942], [0.6597, -0.1845, 0.6336], [-0.1186, -0.1986, 1.1790], [0.1241, 0.0364, -0.0645], [-0.1302, -0.3845, -0.3586], [-0.4618, -0.2774, 1.0053], [-0.3821, 0.0496, 0.8763], [-0.1598, 0.1191, -0.5606]], "mulliken_charge": [-0.259, -0.478, -0.117, 0.161, -0.818, -0.422, -0.257, 0.317, 0.135, 0.338, 0.162, 0.137, 0.276, 0.289, 0.289, 0.248], "charge": 0, "homo_lumo_gap_ev": 9.7101, "lumo_energy_ev": 1.00, "e_above_lowest_ev": 3.7288}

***

Record 3
{"formula": "C5H9NS2", "method": "the ωB97M-V functional and the def2-TZVPD basis", "species": ["S", "S", "N", "C", "C", "C", "C", "C", "H", "H", "H", "H", "H", "H", "H", "H", "H"], "xyz": [[2.6039, -0.6552, 0.3519], [-1.4581, 1.0273, 0.4847], [-1.4114, -0.5962, 1.1374], [-0.5944, -1.4976, 0.5101], [0.4967, 1.2124, 0.5090], [1.1573, -0.0560, 0.5404], [-0.8352, -1.7743, -0.9531], [0.8484, 2.1226, -0.6875], [-0.9320, -0.8546, -1.3687], [0.6718, 1.8060, 1.4236], [-0.0191, 2.5785, -1.0896], [-0.0345, -2.3587, -1.2983], [-1.2512, -0.4505, 2.1175], [1.4682, 2.8789, -0.3105], [1.4651, 1.4431, -1.3012], [-1.5835, -2.4692, -1.1788], [-0.5918, -2.3563, 1.1131]], "forces_ev_per_a": [[0.6723, 0.2931, 0.0863], [1.1949, -1.9193, 0.4750], [-1.8220, 2.6400, -0.4249], [0.7870, 1.9366, -0.6612], [-1.0387, 1.5350, 0.6104], [-2.1037, -2.6335, -0.5944], [1.2558, -1.0166, 2.6308], [0.8887, -2.2650, 0.6906], [-0.3779, 2.3564, -2.1007], [-0.0603, -0.5851, -0.1034], [-0.6878, 0.1157, -0.9353], [1.8550, -0.0866, -0.7325], [0.0393, -0.6417, 0.3440], [1.0547, 1.1623, 0.3054], [-0.6044, 0.8896, -0.6714], [-2.1308, -0.5430, 0.1586], [1.0778, -1.2378, 0.9227]], "mulliken_charge": [-0.267, -0.073, -0.378, -0.035, 0.395, -0.375, -1.261, -1.238, 0.351, 0.384, 0.355, 0.345, 0.313, 0.373, 0.326, 0.377, 0.408], "charge": 0, "homo_lumo_gap_ev": 7.2429, "lumo_energy_ev": 0.08, "e_above_lowest_ev": 3.9637}